1.
{
  "formula": "C7H8Cl2N3P",
  "method": "ωB97M-V with the def2-TZVPD basis set",
  "species": ["C", "C", "C", "C", "C", "C", "C", "N", "N", "N", "P", "Cl", "Cl", "H", "H", "H", "H", "H", "H", "H", "H"],
  "coordinates": [[0.9171, -0.6414, 2.7323], [0.4171, 0.6577, 2.5609], [1.1655, -1.4456, 1.6211], [0.1968, 1.1353, 1.2809], [0.7584, -1.0467, 0.3650], [0.2749, 0.2942, 0.1141], [1.4019, 0.2198, -3.3814], [-3.2803, 1.2307, -0.1698], [-2.2005, 1.4674, -0.1872], [0.8290, -0.1043, -2.3018], [-0.3689, 0.7613, -1.4997], [0.2804, 2.6430, -1.5952], [-3.2387, -1.5871, -0.3669], [1.0436, -0.8600, 3.8218], [0.4637, 1.4068, 3.3400], [1.3938, -2.5571, 1.6927], [-0.1946, 2.1675, 0.9923], [0.8676, -1.7079, -0.3817], [1.1394, 1.2140, -3.7988], [1.8954, -0.5204, -3.9820], [-3.7617, -2.7273, -0.8565]],
  "forces_ev_per_angstrom": [[-0.21, 0.94, 1.33], [1.28, 0.34, -1.05], [-1.02, -1.87, 0.84], [-1.30, 0.44, -2.91], [-0.54, 4.12, 1.61], [0.76, -1.36, 3.20], [-1.83, 0.94, 0.27], [1.93, 0.80, 0.10], [-3.40, 0.19, 0.65], [0.52, -0.78, -1.01], [0.87, -2.02, -0.44], [0.37, 1.81, -0.19], [-0.74, -1.89, -0.70], [0.33, -0.63, -1.30], [-0.46, -0.36, 0.42], [0.16, 1.68, 0.30], [0.84, -1.24, 1.26], [0.21, -2.09, -2.73], [0.85, -0.35, -0.20], [0.67, -0.16, -0.10], [0.74, 1.49, 0.67]],
  "nbo_charge": [-0.193, -0.239, -0.228, -0.193, -0.164, -0.389, -0.021, 0.044, -0.054, -0.740, 1.054, -0.303, -0.282, 0.221, 0.219, 0.220, 0.224, 0.216, 0.149, 0.175, 0.285],
  "lumo_energy_ev": 0.53,
  "multiplicity": 1,
  "gap_ha": 0.339
}

2.
{
  "formula": "C7H8ClNO3",
  "method": "ωB97M-V with the def2-TZVPD basis set",
  "species": ["C", "O", "C", "N", "O", "O", "C", "C", "Cl", "C", "C", "C", "H", "H", "H", "H", "H", "H", "H", "H"],
  "coordinates": [[-0.1698, -1.0694, 2.2703], [0.6704, -1.1599, 1.1799], [0.6557, -0.2316, 0.0968], [2.1249, 0.0048, -0.4074], [2.3592, 0.0492, -1.6162], [3.0093, -0.1225, 0.4290], [0.0107, 1.0918, 0.4812], [-0.7579, 1.7873, -0.3261], [-1.3852, 3.2912, 0.0828], [-1.4004, 1.1569, -1.4888], [-1.0823, -0.1033, -1.7540], [0.0447, -0.8791, -1.1654], [0.1168, -1.8667, 3.0457], [-1.2294, -1.4351, 2.1812], [-0.1194, -0.0333, 2.6886], [0.4622, 1.5909, 1.3339], [-2.1688, 1.7522, -2.0208], [-1.7222, -0.8795, -2.2003], [-0.2801, -1.8721, -0.8816], [0.8618, -1.0720, -1.9287]],
  "forces_ev_per_angstrom": [[-1.05, -0.33, 2.51], [1.46, -0.15, -2.04], [-1.66, -0.16, -0.29], [2.32, -1.60, 0.72], [-0.39, 0.98, 1.36], [-0.97, 0.82, -0.41], [2.64, -0.15, 0.56], [-0.89, -1.21, -1.27], [-0.18, 1.30, 0.41], [-0.24, 0.55, -0.47], [-0.49, -2.01, -0.01], [0.36, 0.07, 0.25], [0.59, 1.47, -1.02], [0.53, 0.92, -1.01], [-0.37, -1.07, 0.11], [-0.20, -0.16, 0.11], [0.34, -0.79, 0.54], [-0.12, 1.29, -0.99], [-0.36, -0.21, 0.18], [-1.33, 0.45, 0.76]],
  "nbo_charge": [-0.259, -0.525, 0.353, 0.509, -0.381, -0.338, -0.303, -0.011, 0.059, -0.284, -0.093, -0.515, 0.207, 0.174, 0.183, 0.235, 0.238, 0.219, 0.240, 0.293],
  "lumo_energy_ev": -0.05,
  "smiles": "CO[C@]1([N+](=O)[O-])C=C(Cl)C=CC1",
  "multiplicity": 1,
  "gap_ha": 0.340
}

3.
{
  "formula": "C7H8F4O2S",
  "method": "ωB97M-V with the def2-TZVPD basis set",
  "species": ["C", "C", "C", "C", "C", "C", "C", "O", "O", "F", "F", "F", "F", "S", "H", "H", "H", "H", "H", "H", "H", "H"],
  "coordinates": [[-0.8827, -2.1759, 3.0269], [-1.5943, -1.1287, 3.4937], [-0.4712, -2.0181, 1.5799], [-0.2705, -0.5753, 1.2524], [-0.5120, 1.1725, -1.9162], [-0.0826, 0.9618, -0.4825], [-0.7263, -3.5175, 3.8180], [-0.8346, 1.4331, 2.9830], [-0.3340, -0.4475, -0.1275], [-2.2042, -0.9311, 4.6473], [-1.8403, -4.1455, 3.8487], [0.2242, -4.3557, 3.2867], [-0.3344, -3.3842, 5.1346], [-1.5498, 0.3665, 2.2936], [0.4776, -2.6058, 1.3434], [-1.3136, -2.3646, 0.7841], [0.8066, -0.1534, 1.5874], [0.3576, 1.2971, -2.5655], [-1.0101, 0.2166, -2.1675], [-1.1571, 2.0169, -2.1499], [-0.7396, 1.6350, 0.2545], [1.0255, 1.0739, -0.3337]],
  "forces_ev_per_angstrom": [[-0.77, -0.20, 1.10], [1.27, 0.35, -1.63], [-0.18, -2.31, -1.60], [2.42, 0.69, 0.55], [0.32, -0.90, -0.57], [-0.71, 0.52, 1.58], [2.57, 1.10, 0.44], [0.38, 0.93, 0.57], [-0.73, 1.58, 0.28], [0.32, -0.27, -0.31], [-2.22, -1.33, -0.19], [-0.70, 0.92, -0.16], [-0.29, 0.67, -1.16], [-0.24, -1.66, 0.02], [-1.34, 0.66, 0.27], [1.82, 0.38, 2.03], [-2.43, -0.73, -0.04], [-0.05, -0.22, 0.00], [0.05, 0.66, -0.35], [-0.18, -0.07, 0.52], [1.76, -1.26, -1.48], [-1.08, 0.49, 0.10]],
  "nbo_charge": [-0.211, 0.268, -0.466, -0.063, -0.654, -0.075, 0.981, -0.943, -0.537, -0.282, -0.292, -0.332, -0.331, 1.177, 0.254, 0.241, 0.208, 0.216, 0.237, 0.226, 0.185, 0.192],
  "lumo_energy_ev": 0.31,
  "multiplicity": 1,
  "gap_ha": 0.362
}

4.
{
  "formula": "C7H8FN",
  "method": "ωB97M-V with the def2-TZVPD basis set",
  "species": ["C", "C", "C", "C", "F", "C", "C", "C", "N", "H", "H", "H", "H", "H", "H", "H", "H"],
  "coordinates": [[-1.3130, 2.0492, -0.2354], [-0.8836, 0.7967, -0.0058], [-1.4165, -0.0947, 1.0370], [0.3399, 0.2101, -0.8597], [1.0944, 1.3830, -1.3003], [1.2038, -0.8061, -0.1541], [1.1846, -2.0684, -0.6181], [2.1760, -0.3806, 0.8070], [3.0034, -0.0128, 1.5509], [-1.0989, 2.7296, -1.0234], [-2.0080, 2.3551, 0.4916], [-1.2649, -1.0574, 0.6244], [-0.9967, 0.0788, 2.0599], [-2.5500, -0.0273, 1.1204], [0.0199, -0.1269, -1.8388], [0.5855, -2.3186, -1.5013], [1.9242, -2.7097, -0.1544]],
  "forces_ev_per_angstrom": [[0.30, -1.98, 0.50], [1.94, 1.29, -1.81], [-1.94, 0.64, 1.01], [-0.97, 3.00, 0.23], [-0.27, -1.43, 0.90], [-0.27, -0.28, -1.69], [0.73, 1.13, 0.42], [1.73, 0.99, 1.89], [-1.96, -0.89, -1.67], [0.70, 0.15, -0.43], [-1.15, 0.71, 0.57], [0.34, -1.48, 0.49], [-0.07, -0.51, -0.92], [1.37, 0.26, -0.02], [-0.32, -0.77, 0.18], [0.26, -0.19, 0.64], [-0.42, -0.64, -0.30]],
  "nbo_charge": [-0.360, -0.016, -0.669, 0.165, -0.380, -0.177, -0.279, 0.253, -0.271, 0.218, 0.190, 0.217, 0.240, 0.228, 0.198, 0.219, 0.223],
  "lumo_energy_ev": -0.03,
  "smiles": "C=C(C)[C@@H](F)C(=C)C#N",
  "multiplicity": 1,
  "gap_ha": 0.360
}

5.
{
  "formula": "C7H8FeN2O4S",
  "method": "ωB97M-V with the def2-TZVPD basis set",
  "species": ["O", "C", "Fe", "O", "C", "C", "O", "C", "O", "C", "N", "C", "S", "N", "C", "H", "H", "H", "H", "H", "H", "H", "H"],
  "coordinates": [[-0.0122, 2.3831, -1.7541], [-0.0073, 1.4584, -1.0734], [0.0000, 0.0000, 0.0000], [2.5605, -1.9611, -2.7501], [1.8619, -1.4206, -2.0111], [-1.7935, -0.1419, -0.1817], [-2.9357, -0.2320, -0.2976], [0.0071, -1.4586, 1.0733], [0.0119, -2.3834, 1.7540], [2.9039, 2.2203, 3.1234], [1.6210, 1.5832, 2.9184], [0.5105, 2.1729, 2.2335], [-0.7615, 1.2302, 1.8700], [0.3275, 3.5848, 2.0759], [0.8204, 4.5843, 2.9998], [2.9654, 3.2142, 2.6436], [3.6952, 1.5946, 2.6614], [3.1043, 2.3064, 4.2123], [1.5417, 0.6023, 3.2214], [-0.3767, 3.9104, 1.3953], [1.4701, 5.3062, 2.4656], [-0.0466, 5.1331, 3.4259], [1.3490, 4.1402, 3.8650]],
  "forces_ev_per_angstrom": [[-0.33, -2.91, 2.33], [1.38, 6.18, -5.17], [2.51, 0.67, 1.14], [-2.58, 2.00, 2.73], [2.34, -1.86, -2.51], [-8.91, -1.03, -1.51], [4.09, 0.36, 0.50], [1.56, -6.83, 4.25], [-0.37, 3.06, -2.05], [1.22, 0.36, 0.29], [-3.13, 1.73, -2.26], [4.56, 3.89, 2.82], [-2.72, -2.01, -1.07], [0.60, -4.08, 0.06], [0.37, 1.11, 0.79], [-0.20, -0.63, 0.31], [-0.44, 0.28, 0.35], [-0.02, 0.07, -0.69], [-0.30, 0.83, -0.34], [0.44, -0.68, 0.65], [-0.27, -0.38, 0.45], [0.47, -0.30, -0.38], [-0.29, 0.18, -0.71]],
  "mulliken_spin": [0.021, -0.107, 3.697, -0.020, 0.087, 0.011, 0.016, -0.113, 0.019, 0.002, 0.044, -0.007, 0.311, 0.039, 0.001, 0.000, 0.001, 0.002, -0.004, -0.003, 0.003, 0.001, 0.000],
  "lumo_energy_ev": [-8.57, -10.89],
  "multiplicity": 5,
  "s2": 6.05,
  "total_charge": 2,
  "gap_ha": [0.321, 0.233]
}

6.
{
  "formula": "C7H8MgO5",
  "method": "ωB97M-V with the def2-TZVPD basis set",
  "species": ["Mg", "O", "C", "C", "O", "C", "O", "C", "O", "C", "H", "H", "C", "H", "H", "C", "O", "H", "H", "H", "H"],
  "coordinates": [[-0.0321, -0.2474, 0.3108], [2.8681, 0.5464, -1.6005], [1.7899, 0.4349, -1.1858], [-2.2461, -0.5291, 1.1998], [-3.0863, -0.8652, 1.9068], [-0.5011, -1.9980, -1.3759], [-0.4524, -3.0380, -1.8694], [0.0350, 2.0141, 1.1489], [0.2819, 2.9445, 1.7968], [-1.1353, 1.5474, -2.4150], [-0.4939, 2.3915, -2.1189], [-0.6833, 0.8030, -3.0886], [-2.2893, 1.2808, -1.7493], [-2.7897, 0.3214, -1.8709], [-2.5979, 1.9019, -0.9105], [2.2003, -1.0678, 2.0126], [0.8794, -1.3657, 1.6194], [2.3255, 0.0086, 2.0038], [2.9273, -1.4235, 1.2771], [2.3952, -1.4248, 2.9777], [0.6047, -2.2349, 1.9312]],
  "forces_ev_per_angstrom": [[-0.81, 0.63, -1.11], [-5.22, -0.38, 1.74], [5.23, 0.22, -1.50], [-2.84, -1.46, 2.92], [2.99, 1.39, -2.83], [0.46, -4.27, -1.54], [-0.35, 4.29, 1.78], [1.40, 4.12, 3.39], [-1.32, -4.32, -3.27], [-0.04, -0.89, 1.47], [-0.57, -0.07, -0.55], [-0.49, 0.62, -0.11], [1.91, -0.40, 0.28], [-0.31, 0.39, -0.36], [-0.34, 0.21, -0.46], [1.76, 0.99, -1.16], [-1.47, -0.21, -0.57], [-0.19, 0.34, 0.27], [-0.14, -0.44, 0.23], [0.33, -0.56, 1.31], [0.01, -0.18, 0.09]],
  "nbo_charge": [1.588, -0.327, 0.404, 0.401, -0.316, 0.407, -0.328, 0.399, -0.316, -0.396, 0.209, 0.209, -0.402, 0.209, 0.209, -0.267, -0.873, 0.191, 0.212, 0.240, 0.546],
  "lumo_energy_ev": -8.55,
  "multiplicity": 1,
  "total_charge": 2,
  "gap_ha": 0.329
}

7.
{
  "formula": "C7H8N2",
  "method": "ωB97M-V with the def2-TZVPD basis set",
  "species": ["C", "C", "C", "C", "C", "C", "C", "N", "N", "H", "H", "H", "H", "H", "H", "H", "H"],
  "coordinates": [[-0.2946, 0.6289, 0.1022], [0.2832, -2.4689, -0.5386], [-1.0786, -0.5676, 0.1336], [2.4047, -1.3936, 0.5401], [1.0636, 0.6885, 0.0603], [-2.5305, -0.5412, 0.5087], [1.8295, 1.9434, -0.2293], [1.8135, -0.4100, 0.2849], [-0.5833, -1.6495, -0.3634], [-0.8410, 1.5602, 0.0740], [0.5481, -2.9661, -1.4495], [-3.1336, -0.1004, -0.2878], [-2.6741, 0.0522, 1.4109], [-2.8888, -1.5515, 0.6888], [1.2054, 2.8181, -0.0669], [2.1602, 1.9463, -1.2698], [2.7161, 2.0110, 0.4018]],
  "forces_ev_per_angstrom": [[0.72, -0.08, 0.12], [-0.08, -0.67, 0.10], [-0.65, 0.31, -0.15], [-0.11, 0.16, 0.12], [-1.02, 1.06, -0.09], [0.04, 0.09, 0.01], [0.09, -0.02, -0.09], [0.65, -0.93, 0.16], [0.64, -0.15, 0.41], [-0.02, 0.17, -0.04], [-0.03, -0.04, -0.58], [-0.08, 0.03, 0.01], [-0.07, -0.03, 0.02], [-0.05, -0.03, 0.03], [-0.04, 0.04, -0.01], [0.06, 0.06, -0.01], [-0.05, 0.03, 0.00]],
  "nbo_charge": [-0.211, 0.084, 0.066, 0.292, 0.121, -0.626, -0.624, -0.541, -0.293, 0.213, 0.190, 0.216, 0.219, 0.227, 0.221, 0.222, 0.224],
  "lumo_energy_ev": [0.42, 0.42],
  "multiplicity": 1,
  "gap_ha": [0.287, 0.287]
}

8.
{
  "formula": "C7H8N2O",
  "method": "ωB97M-V with the def2-TZVPD basis set",
  "species": ["C", "C", "C", "C", "N", "C", "O", "C", "C", "N", "H", "H", "H", "H", "H", "H", "H", "H"],
  "coordinates": [[-0.2870, -0.3020, 2.1966], [-0.0583, 0.4114, 0.9329], [1.2190, 0.8361, 0.4985], [1.6978, 0.5524, -0.7799], [1.1260, -0.4026, -1.5290], [-0.0923, -0.7695, -1.6630], [-0.5317, -2.0175, -1.7949], [-1.0789, 0.4564, 0.0288], [-1.2713, 1.5103, -0.8425], [-1.5181, 2.4320, -1.4855], [-1.1849, -0.9076, 1.8767], [-0.5651, 0.3966, 3.0292], [0.6886, -0.8430, 2.4017], [1.9052, 1.1028, 1.2628], [2.7093, 0.7413, -0.9593], [-0.9097, -0.2346, -2.0683], [-0.0010, -2.6653, -1.4412], [-1.8475, -0.2972, 0.3365]],
  "forces_ev_per_angstrom": [[0.29, -0.48, 0.19], [1.12, 1.05, -1.42], [-0.47, 0.27, -0.29], [-1.99, -1.21, 1.71], [0.23, -0.45, -0.41], [0.22, 0.04, -0.81], [-1.78, 1.18, -1.09], [-0.86, -2.30, 2.19], [-0.76, 1.19, -0.56], [0.11, 0.04, -0.34], [1.08, -0.14, 1.47], [0.27, -0.75, -0.66], [-1.61, 0.12, 0.37], [0.86, 0.49, 0.28], [1.37, 0.44, -0.62], [-0.22, 1.39, -0.31], [2.42, -2.26, 1.31], [-0.29, 1.39, -1.02]],
  "nbo_charge": [-0.644, 0.092, -0.346, 0.099, -0.514, 0.453, -0.652, -0.442, 0.244, -0.315, 0.220, 0.242, 0.226, 0.216, 0.203, 0.191, 0.483, 0.242],
  "lumo_energy_ev": 0.19,
  "smiles": "CC(/C=C\\N=C\\O)=C/C#N",
  "multiplicity": 1,
  "gap_ha": 0.319
}

9.
{
  "formula": "C7H8N2O",
  "method": "ωB97M-V with the def2-TZVPD basis set",
  "species": ["C", "C", "N", "C", "C", "C", "C", "C", "N", "H", "H", "H", "H", "H", "H", "O", "H", "H"],
  "coordinates": [[-3.2489, 0.3503, 0.2342], [-1.7567, 0.2420, 0.1200], [-1.0514, 1.3640, 0.3209], [0.2770, 1.3185, 0.3006], [0.9992, 0.1454, 0.0499], [0.2677, -1.0227, -0.1958], [-1.1183, -0.9713, -0.1703], [2.4538, 0.1214, 0.2219], [3.2624, -0.2230, 1.0936], [-3.7406, -0.6144, 0.0675], [-3.5217, 0.7208, 1.2327], [-3.6295, 1.0760, -0.4987], [0.7925, 2.2559, 0.5298], [0.7888, -1.9529, -0.4244], [-1.7070, -1.8838, -0.2653], [3.6050, -0.0431, -1.0866], [3.0809, -0.4752, -1.7790], [4.2467, -0.4079, 0.2491]],
  "forces_ev_per_angstrom": [[-0.20, 0.09, -0.02], [0.52, -0.06, -0.10], [-0.05, -0.07, 0.07], [-0.06, -0.12, -0.03], [-0.35, 0.61, -0.02], [0.24, 0.10, -0.26], [-0.02, 0.00, 0.39], [3.87, -2.00, -0.77], [1.22, 0.11, -0.81], [0.12, 0.21, 0.03], [0.10, -0.09, -0.28], [0.10, -0.19, 0.21], [-0.09, -0.32, -0.14], [-0.14, 0.19, 0.21], [0.17, 0.26, -0.18], [-3.24, 0.88, -0.60], [0.68, -0.13, -0.47], [-2.89, 0.53, 2.77]],
  "nbo_charge": [-0.646, 0.240, -0.426, 0.100, -0.224, -0.119, -0.254, 0.501, -0.576, 0.214, 0.238, 0.237, 0.208, 0.228, 0.223, -0.869, 0.467, 0.457],
  "lumo_energy_ev": 0.23,
  "multiplicity": 1,
  "gap_ha": 0.361
}

10.
{
  "formula": "C7H8N2O",
  "method": "ωB97M-V with the def2-TZVPD basis set",
  "species": ["C", "C", "N", "C", "C", "C", "O", "C", "C", "N", "H", "H", "H", "H", "H", "H", "H", "H"],
  "coordinates": [[-1.7736, 1.6957, -0.6289], [-1.4225, 0.5052, -0.2752], [-0.1132, -0.0837, -0.3385], [0.3650, -0.7232, 0.8311], [1.8068, -1.1303, 0.5305], [2.3384, 0.0050, -0.3876], [3.4744, 0.1276, -0.6423], [1.2370, 0.8594, -0.8009], [1.1029, 1.8967, 0.1426], [0.9673, 2.6577, 0.9760], [-2.8035, 1.9788, -0.5861], [-1.2936, 2.4623, -1.2299], [-2.0076, -0.1486, 0.2484], [-0.0928, -1.7542, 1.0381], [0.4493, -0.0234, 1.7178], [1.9700, -2.0824, 0.1060], [2.4439, -0.8478, 1.3526], [1.2491, 1.0936, -1.8673]],
  "forces_ev_per_angstrom": [[-1.45, 2.24, -1.78], [4.16, -0.48, -0.03], [1.41, 1.74, -2.59], [1.11, -2.07, 1.68], [0.23, 3.20, -0.18], [-1.24, -3.21, 1.02], [2.49, 0.80, -0.96], [-4.36, -1.33, -0.20], [0.39, 1.03, -0.50], [-0.10, 1.05, 1.16], [-0.69, -0.20, 0.50], [0.93, -0.45, 0.35], [-1.93, -1.44, 1.16], [-0.39, 1.93, 0.06], [-0.81, -0.91, -0.54], [0.26, -1.02, -0.30], [0.28, -1.10, 0.85], [-0.27, 0.21, 0.30]],
  "nbo_charge": [-0.465, -0.004, -0.389, -0.258, -0.511, 0.606, -0.486, -0.272, 0.255, -0.283, 0.210, 0.209, 0.199, 0.230, 0.190, 0.241, 0.243, 0.282],
  "lumo_energy_ev": 0.57,
  "smiles": "C=CN1CCC(=O)[C@@H]1C#N",
  "multiplicity": 1,
  "gap_ha": 0.355
}